(1)
Here is C15H38Li2N2O3 as an isolated structure in a non-equilibrium geometry from OMol25. Energies are from ωB97M-V with the def2-TZVPD basis set.

```
60
Properties=species:S:1:pos:R:3:lowdin_charge:R:1
O 2.19224 -0.88527 -0.07356 -0.5544
O -0.01873 0.89787 0.14333 -0.5259
O -4.14635 4.21891 0.00399 0.0677
N 0.53909 -1.26552 2.81311 -0.2407
N 0.48264 -0.39072 -3.23252 -0.2472
C -1.95151 4.80643 -0.57218 -0.0181
C -0.76897 -1.13841 -3.05226 -0.2483
C 0.22414 0.89190 -3.92075 -0.2346
C 2.85611 -0.55366 -3.95568 -0.0738
C 2.87298 -1.26106 3.58347 -0.0700
C 1.60388 -2.08978 3.38187 -0.2663
C -0.65638 -2.26932 -2.02292 -0.0797
C -0.15152 -0.47987 3.86884 -0.2358
C 1.48026 -1.23292 -3.91028 -0.2389
C -0.74311 0.78705 3.27245 -0.0946
C -0.43406 1.92767 -3.02469 -0.0952
C -2.44794 3.02958 1.22052 -0.0301
C -0.40568 -2.05952 1.99452 -0.2525
C -2.97756 4.01813 0.22491 -0.4896
C -1.13382 -3.18088 2.71987 -0.0738
Li 1.24489 0.01886 1.34644 0.6049
Li 0.89182 -0.14012 -1.21183 0.5757
H -3.00839 2.09326 1.22962 0.0936
H 0.19502 2.21261 -2.18332 0.0654
H 2.91721 0.32030 -4.59790 0.0602
H -1.41714 1.62791 -2.66328 0.0679
H -1.08814 -1.60727 -3.99364 0.1206
H 2.61954 -0.36093 4.15027 0.0677
H -1.72708 -2.81392 3.56283 0.0650
H -0.92554 4.78211 -0.20274 0.0777
H 3.12382 -0.25778 -2.93971 0.0735
H 0.04972 1.36771 2.80085 0.0604
H 1.29842 -2.64324 4.27773 0.1186
H -0.20920 -3.15622 -2.47803 0.0731
H -1.87047 4.40480 -1.58809 0.0766
H -1.23975 1.39761 4.02917 0.0813
H 3.59673 -1.28625 -4.27923 0.0757
H 0.57369 -0.26603 4.65442 0.1079
H 1.63762 -2.12979 -3.31190 0.1092
H 2.78756 -1.58163 0.16681 -0.0994
H 3.28091 -0.95230 2.62128 0.0623
H -0.71250 1.52033 -0.00147 -0.1309
H -1.37842 2.86049 1.15407 0.0510
H -2.31967 5.82453 -0.68648 0.0818
H 1.83320 -2.88852 2.66731 0.1197
H -0.58232 2.83449 -3.62122 0.0784
H -1.66532 -2.55568 -1.71937 0.0809
H 1.17133 1.31709 -4.23945 0.1011
H 1.09982 -1.55275 -4.88888 0.1226
H -0.07530 -2.06375 -1.12233 0.0383
H -0.38620 0.70916 -4.81345 0.1240
H -0.95838 -1.03215 4.36558 0.1077
H 0.24500 -2.45381 1.20675 0.0982
H -1.56603 -0.47129 -2.72728 0.1073
H -1.83439 -3.65317 2.03123 0.0764
H -2.59834 3.38251 2.24891 0.0979
H -1.11257 -1.40965 1.47986 0.1065
H 3.63545 -1.79675 4.14704 0.0761
H -1.46880 0.55187 2.49758 0.0564
H -0.47348 -3.92331 3.16979 0.0704
```

The energy above the lowest of the compared OMol25 structures with the same formula, charge and spin comes out at 15.4 kcal/mol. As for the total charge: 0.

---

(2)
Here is C15H38LiNO5 as an isolated structure in a non-equilibrium geometry from OMol25. Energies are from ωB97M-V with the def2-TZVPD basis set.

```
60
Properties=species:S:1:pos:R:3:lowdin_charge:R:1
O 22.85626 -12.22083 -0.78303 -0.0624
O 26.73009 -14.24049 0.15112 -0.2805
O 27.78252 -12.64091 2.89015 -0.1047
O 22.91369 -10.65924 2.28159 -0.1970
O 25.64278 -14.71833 3.66225 -0.4021
N 25.24088 -12.06485 0.81571 -0.0617
C 24.24206 -10.86809 2.79783 -0.1935
C 23.37807 -15.25573 4.22946 -0.0842
C 29.12029 -12.94011 2.58751 -0.4259
C 26.55847 -13.28488 -0.89355 -0.1885
C 21.99115 -13.15847 -0.22618 -0.4585
C 29.36391 -14.55119 2.39023 0.0056
C 26.22220 -11.94754 -0.25190 -0.2100
C 21.03310 -13.64016 -1.32175 -0.0580
C 22.87060 -14.35693 0.33047 -0.0252
C 29.49992 -12.03900 1.42498 -0.0524
C 21.91498 -10.87781 3.28296 -0.1076
C 24.83154 -15.83105 3.96018 -0.5974
C 25.22133 -10.80596 1.63133 -0.1668
C 26.97851 -15.55464 -0.29266 -0.0900
C 24.77226 -16.85807 2.78504 -0.0740
Li 26.12466 -13.69002 1.96927 0.5868
H 27.48720 -13.22939 -1.46142 0.1286
H 29.68865 -12.57437 3.44268 0.1286
H 21.39621 -12.71956 0.57477 0.1290
H 24.07144 -17.65956 3.01865 0.0645
H 28.73032 -15.05110 3.12287 0.0692
H 23.60217 -14.73221 -0.38513 0.0706
H 27.57867 -12.96043 3.77216 0.0905
H 24.45526 -10.06636 3.50484 0.1221
H 20.26599 -14.31473 -0.94148 0.0789
H 25.97936 -11.22140 -1.02769 0.1287
H 25.78213 -17.26755 2.76036 0.0587
H 23.38684 -14.47879 4.99391 0.0569
H 25.70199 -13.49093 -1.53549 0.1238
H 27.24519 -16.17753 0.56116 0.0909
H 24.35025 -12.18588 0.35502 0.0563
H 21.60535 -11.92204 3.24036 0.0797
H 22.62599 -16.00644 4.47219 0.0565
H 24.28504 -11.80661 3.35050 0.1211
H 22.42667 -11.36562 -0.85818 0.1112
H 24.55821 -16.30855 1.86836 0.0467
H 30.56836 -11.90226 1.25807 0.0835
H 21.01253 -10.28878 3.11948 0.0808
H 22.18394 -10.65414 4.31532 0.0852
H 27.15906 -11.57417 0.16162 0.0904
H 23.10878 -14.74857 3.30299 0.0334
H 25.12644 -9.89597 1.03887 0.1237
H 29.10944 -12.42252 0.48236 0.0604
H 22.23272 -15.21963 0.52272 0.0868
H 27.84643 -15.60270 -0.95030 0.0919
H 20.61252 -12.83517 -1.92440 0.0755
H 23.49939 -14.01432 1.15226 0.0474
H 25.13500 -16.31849 4.88669 0.1042
H 26.17512 -10.66391 2.13946 0.1048
H 29.04229 -11.05578 1.53422 0.0801
H 21.58523 -14.25301 -2.03426 0.0773
H 30.38910 -14.84775 2.61190 0.0682
H 29.05368 -14.83277 1.38395 0.0474
H 26.08760 -15.89919 -0.81770 0.0945
```

The energy above the lowest of the compared OMol25 structures with the same formula, charge and spin comes out at 0.0 kcal/mol. As for the total charge: 0.

---

(3)
Here is a 4-piece molecular cluster, C15H38N2O12PS3 overall in a non-equilibrium geometry from OMol25. Energies are from ωB97M-V with the def2-TZVPD basis set.

```
71
Properties=species:S:1:pos:R:3:lowdin_charge:R:1
S 0.25341 -6.45716 1.56418 0.6185
S -4.01302 -1.42820 5.63874 0.6212
S 2.12140 6.22629 -3.31555 0.6175
P -0.51238 2.63135 1.22427 0.6360
O -0.97690 -5.88791 2.07062 -0.2886
O -0.65871 1.67285 2.70855 -0.4466
O 3.71655 6.49132 -3.51327 -0.2721
O 1.94024 5.03391 -2.51420 -0.2813
O -2.61060 -1.64512 6.43873 -0.2711
O -3.90608 -0.23909 4.81939 -0.2874
O -4.44752 -2.69727 5.09574 -0.2885
O 1.53511 -6.18733 2.18157 -0.2959
O -0.39521 -1.45128 -4.63482 -0.1250
O 1.47256 7.47730 -2.98671 -0.2909
O 0.36236 -6.15139 -0.03221 -0.2699
O 0.37351 -2.64478 -2.65761 -0.0690
N 0.36309 1.60132 0.06182 -0.3766
N 0.55016 4.01674 1.65263 -0.2738
C 4.67727 6.09381 -1.31432 -0.0761
C -0.18695 1.16691 -2.50428 -0.2228
C 0.06055 -8.21888 1.45081 -0.1328
C -0.88804 -1.21074 4.77725 -0.0771
C 0.80981 -0.13461 -2.50075 -0.1168
C -1.50935 -2.20791 5.73861 -0.2777
C 0.30638 -4.80066 -0.47038 -0.2780
C 0.40090 2.19978 -1.32741 -0.4507
C 1.59683 -4.06003 -0.16902 -0.0752
C 4.44477 7.08036 -2.44447 -0.2838
C -5.02422 -1.03503 7.04465 -0.1311
C -2.81302 -0.83769 -4.90447 -0.0940
C -1.72478 -2.08035 -4.64253 -0.2335
C 1.74329 5.81545 -5.00136 -0.1268
C 0.22051 -1.45277 -3.29892 -0.2105
H 1.08679 -0.47989 -1.39206 0.1228
H -2.79656 -0.63440 -6.05682 0.0724
H -3.87876 -1.11467 -4.50741 0.0766
H 1.75360 -3.96193 0.90799 0.0678
H 3.73533 5.80711 -0.84031 0.0750
H 1.84604 0.24132 -2.95901 0.1303
H -0.07233 3.27965 -1.40046 0.0660
H -2.04511 -2.58282 -3.63564 0.1237
H 3.93815 7.98284 -2.08453 0.1143
H -0.20926 1.70779 -3.56628 0.1042
H 1.55454 2.34704 -1.59433 0.0840
H -1.58218 -0.95126 3.97415 0.0645
H 0.89257 3.77675 2.63051 0.0029
H 1.57758 -3.05357 -0.59674 0.0621
H -0.09292 4.85139 1.68322 -0.0137
H -1.63970 1.50915 2.85943 0.0114
H 0.06081 -8.62070 2.46609 0.0716
H 0.90071 -8.63182 0.88935 0.0710
H -6.01572 -0.76294 6.67703 0.0731
H 0.69552 5.51109 -5.04378 0.0769
H 0.01503 -1.62285 4.31798 0.0877
H -0.88751 -8.44316 0.95861 0.0711
H 5.14125 5.17708 -1.69172 0.0863
H 2.38189 4.98795 -5.31610 0.0737
H 0.15148 -4.81927 -1.55493 0.1072
H 5.32025 6.52846 -0.54365 0.0782
H -1.81100 -3.12415 5.21881 0.1165
H -0.76234 -2.49321 6.48771 0.1201
H -5.09137 -1.91116 7.69215 0.0704
H -2.35232 0.08504 -4.30402 0.0792
H -4.58122 -0.18954 7.57431 0.0726
H 1.90440 6.69471 -5.62771 0.0689
H 2.45694 -4.60356 -0.57258 0.0847
H 5.41384 7.39397 -2.84836 0.1182
H -0.55644 -4.28837 -0.03018 0.1225
H -1.29734 0.92797 -2.21294 0.0993
H -0.63287 -0.28162 5.29659 0.0858
H -1.80372 -2.91759 -5.48965 0.1308
```

As for the total charge: -1.

---

(4)
Here is a 3-piece molecular cluster, C15H38O4PSi overall in a non-equilibrium geometry from OMol25. Energies are from ωB97M-V with the def2-TZVPD basis set.

```
59
Properties=species:S:1:pos:R:3:lowdin_charge:R:1
P -0.30767 -2.66480 -3.46017 0.7270
Si -1.89469 -3.74816 -0.97573 0.3567
O 1.27989 5.39656 2.17078 -0.1947
O 0.18278 0.98278 1.65414 -0.1969
O 1.50908 5.97177 -0.70112 -0.1862
O 1.65679 0.60149 4.17031 -0.1883
C -0.18472 0.05900 2.66995 -0.2048
C 2.16107 1.91208 4.00011 -0.1129
C 0.24066 0.54578 4.04371 -0.2002
C -3.77191 -4.05033 -0.63660 -0.2279
C 2.61144 5.81426 0.18008 -0.2027
C -2.30381 -4.31133 -4.76614 -0.2136
C -0.78955 -3.99034 -4.75137 -0.4679
C -1.15570 -5.46218 -1.35807 -0.2049
C -0.00436 4.84753 1.90367 -0.0955
C 0.78801 7.16862 -0.46937 -0.1153
C 1.18920 -3.39040 -2.55468 -0.3699
C 1.35755 0.59684 0.95676 -0.0961
C -1.20765 -2.93650 0.61343 -0.2252
C 2.28677 4.86651 1.32124 -0.2068
C -1.79600 -2.50476 -2.37999 -0.5461
H -3.95655 -4.74672 0.20121 0.0038
H 1.12606 -0.20420 0.24854 0.0900
H 3.43188 5.38920 -0.40599 0.1244
H -0.11926 -0.16339 4.79528 0.1230
H 1.23193 -4.48702 -2.70205 -0.0008
H -2.58854 -4.93187 -3.91412 0.0323
H -4.15748 -4.55320 -1.53860 0.0080
H -1.69332 -6.24665 -0.79069 0.0158
H -0.09463 -5.57665 -1.10395 0.0086
H 2.09965 -2.97700 -3.01798 -0.0063
H 1.97599 2.50591 4.90203 0.0900
H 2.94052 6.78436 0.56540 0.1234
H -0.07632 3.83714 2.31784 0.0733
H -1.27474 -0.02124 2.65016 0.1255
H 1.71500 2.40966 3.13620 0.0621
H -0.74660 5.48173 2.38810 0.0881
H 3.23760 1.84237 3.84226 0.0897
H 2.14581 0.26610 1.63769 0.0854
H -1.68291 -1.51832 -1.88015 -0.0809
H -0.20498 1.52195 4.26163 0.1209
H -0.16938 7.08632 -0.98314 0.0894
H 0.22773 -0.93091 2.46096 0.1166
H -1.54758 -1.88644 0.58997 0.0120
H -0.21876 4.81480 0.83374 0.0895
H -1.30517 -5.71197 -2.41759 0.0048
H 0.60004 7.33230 0.59407 0.0824
H 1.99095 3.88511 0.93912 0.1136
H -0.14812 -4.88722 -4.69170 0.0467
H -2.86552 -3.37478 -4.78545 0.0445
H 1.20184 -3.15924 -1.48428 -0.0010
H 1.33579 8.02314 -0.88160 0.0856
H -0.56281 -3.52544 -5.72482 0.0300
H -1.63568 -3.36395 1.53838 0.0131
H -0.10886 -2.88470 0.64231 0.0047
H 1.71757 1.46309 0.40128 0.0778
H -4.28093 -3.09109 -0.48524 0.0111
H 3.18490 4.73430 1.93207 0.1239
H -2.57232 -4.83994 -5.70183 0.0514
```

As for the total charge: -1.

---

For each record above, in turn, the calculated highest occupied orbital energy values are -8.54; -6.80; -2.36; -2.56 eV.
For each record above, in turn, the calculated gap between HOMO and LUMO values are 9.038; 7.298; 4.523; 4.985 eV.